An isolated molecule of C4H7NO in a non-equilibrium geometry, computed with the ωB97M-V functional and the def2-TZVPD basis.

Bonds (Å) are listed after each position.
Geometry (Å):
1 C -1.73593 -0.76791 -0.04313  N2 1.516, H7 1.081, H8 1.148, H9 1.183
2 N -0.29827 -0.29613 -0.14230  C1 1.516, C3 1.494, C5 1.320
3 C 0.06230 1.15268 -0.09268  N2 1.494, C4 1.664, H10 1.077, H11 1.078
4 C 1.62064 0.56857 -0.06630  C3 1.664, C5 1.561, H12 1.076, H13 1.226
5 C 0.88863 -0.79352 0.14987  N2 1.320, C4 1.561, O6 1.215
6 O 1.58776 -1.75691 -0.09202  C5 1.215
7 H -1.75028 -1.36390 0.85810  C1 1.081
8 H -1.93090 -1.51117 -0.89591  C1 1.148
9 H -2.42808 0.13257 0.28850  C1 1.183
10 H -0.11497 1.32068 0.95641  C3 1.077
11 H -0.40794 1.58005 -0.96294  C3 1.078
12 H 2.32027 0.69922 -0.87378  C4 1.076
13 H 2.18677 1.03579 0.91619  C4 1.226

Summary:
E_HOMO in eV: -9.02
Strongest force on any atom in eV Å⁻¹: 6.67
Lowest unoccupied orbital energy in eV: 0.7
Total charge: 0
Frontier orbital gap in Eh: 0.35866
Structure (SMILES): CN1CCC1=O


A cluster of 40 separate species, H80O40 in total in a non-equilibrium geometry, computed with the ωB97M-V functional and the def2-TZVPD basis.

Bonds (Å) are listed after each position.
Geometry (Å):
1 H -5.97717 0.95172 0.12842  O3 1.008
2 H -4.60038 0.36523 -0.21125  O3 0.969
3 O -5.05237 1.22096 -0.17006  H1 1.008, H2 0.969
4 H -5.04709 -0.35646 4.16631  O6 0.913
5 H -3.88832 -1.28502 4.62051  O6 1.065
6 O -4.94007 -1.21058 4.46932  H4 0.913, H5 1.065
7 H -5.36225 -0.98914 -3.21837  O9 0.875
8 H -6.26444 -1.79422 -2.34243  O9 0.975
9 O -5.49591 -1.19542 -2.37820  H7 0.875, H8 0.975
10 H -0.90743 0.84659 -2.86668  O12 1.029
11 H -0.25722 1.14370 -4.07419  O12 0.897
12 O -0.76358 1.63138 -3.51692  H10 1.029, H11 0.897
13 H 2.41595 -5.65336 0.59377  O15 0.889
14 H 3.47073 -5.85654 -0.57688  O15 0.954
15 O 2.73356 -6.16840 -0.05731  H13 0.889, H14 0.954
16 H 2.41590 0.95178 -4.71432  O17 0.922
17 O 1.95480 0.72460 -5.47932  H16 0.922, H95 0.992
18 H 0.08920 4.88226 0.28359  O19 1.024
19 O 0.79804 5.60823 0.14312  H18 1.024, H97 0.896
20 H -2.71187 -0.37350 1.02756  O22 0.898
21 H -1.24615 0.17833 0.61900  O22 0.882
22 O -2.01361 -0.23448 0.47989  H20 0.898, H21 0.882
23 H 4.14076 -2.53428 -3.05429  O25 1.045
24 H 5.36616 -2.08553 -2.08829  O25 0.922
25 O 4.51785 -2.44780 -2.08345  H23 1.045, H24 0.922
26 H -3.99924 1.42208 -4.20327  O28 0.977
27 H -2.43257 2.26015 -4.11829  O28 1.009
28 O -3.38138 2.07933 -3.82724  H26 0.977, H27 1.009
29 H -2.58022 1.27982 3.58315  O31 0.951
30 H -3.70805 2.35102 3.26081  O31 0.940
31 O -3.50982 1.46567 3.50789  H29 0.951, H30 0.940
32 H 4.59796 -1.05009 2.13192  O33 1.000
33 O 5.28674 -1.16522 2.84790  H32 1.000, H98 0.990
34 H -0.12038 -1.93987 -2.09454  O36 0.873
35 H 0.85074 -1.61210 -2.85058  O36 0.871
36 O 0.08234 -1.27353 -2.62048  H34 0.873, H35 0.871
37 H -3.74931 4.14605 -2.52838  O39 1.008
38 H -4.10269 2.86256 -1.70866  O39 0.883
39 O -4.12647 3.74464 -1.68365  H37 1.008, H38 0.883
40 H 3.38189 -3.87192 2.71958  O42 0.955
41 H 3.35298 -5.44465 2.81285  O42 1.060
42 O 3.03970 -4.61705 2.22930  H40 0.955, H41 1.060
43 H 3.20717 1.38240 -2.53694  O45 0.954
44 H 4.49527 1.50764 -3.11831  O45 0.979
45 O 3.56768 1.70894 -3.35817  H43 0.954, H44 0.979
46 H 1.08164 0.69255 -0.86053  O48 0.910
47 H 2.14649 1.88047 -0.91113  O48 0.998
48 O 1.88657 0.98599 -0.55393  H46 0.910, H47 0.998
49 H 3.20327 1.05400 5.85561  O51 0.917
50 H 3.90307 1.04152 4.70568  O51 0.964
51 O 3.32304 0.43944 5.18537  H49 0.917, H50 0.964
52 H -0.62601 3.05845 0.90870  O53 0.919
53 O -0.80892 2.16177 0.98889  H52 0.919, H94 0.958
54 H -5.21834 -2.56423 1.90434  O56 0.957
55 H -6.39409 -2.36143 0.81587  O56 0.896
56 O -6.10711 -2.71882 1.58520  H54 0.957, H55 0.896
57 H 4.33558 -2.78220 -0.38665  O58 0.998
58 O 3.90201 -2.37999 0.41717  H57 0.998, H96 0.938
59 H 2.02149 -3.59241 -1.30104  O61 1.033
60 H 0.89694 -4.66581 -1.22144  O61 0.899
61 O 1.21498 -4.03115 -1.77359  H59 1.033, H60 0.899
62 H -3.37358 -4.42426 0.39836  O64 0.989
63 H -2.91782 -2.95083 0.58284  O64 1.051
64 O -3.17696 -3.80231 1.14121  H62 0.989, H63 1.051
65 H -4.01834 -1.00620 2.62297  O67 1.009
66 H -3.95620 -1.44502 1.10179  O67 0.883
67 O -4.21860 -0.80799 1.65452  H65 1.009, H66 0.883
68 H -2.53397 0.23177 -0.97656  O70 1.001
69 H -3.47669 1.22881 -1.88951  O70 1.031
70 O -2.82122 0.43388 -1.91411  H68 1.001, H69 1.031
71 H 1.01737 5.42849 -1.68254  O73 0.896
72 H 1.71742 5.04382 -2.78905  O73 0.887
73 O 1.23438 5.72871 -2.49798  H71 0.896, H72 0.887
74 H -3.65303 -0.24699 -4.73024  O76 0.951
75 H -4.38841 -1.51824 -5.14542  O76 1.000
76 O -4.15564 -0.59745 -5.45738  H74 0.951, H75 1.000
77 H -3.33865 -2.85868 -2.08244  O79 1.040
78 H -3.05170 -1.37444 -1.53437  O79 0.910
79 O -2.91983 -2.25502 -1.34581  H77 1.040, H78 0.910
80 H 1.31522 3.29260 -2.92894  O82 1.010
81 H -0.01849 3.29902 -2.14595  O82 0.965
82 O 0.90563 3.04423 -2.03949  H80 1.010, H81 0.965
83 H -0.02352 -0.20786 2.53564  O85 1.019
84 H 0.36608 -1.57985 1.93366  O85 1.055
85 O 0.47095 -0.55335 1.71396  H83 1.019, H84 1.055
86 H 1.97808 1.63478 0.86940  O88 1.041
87 H 2.48283 1.13441 2.30490  O88 0.973
88 O 2.61859 1.85095 1.66070  H86 1.041, H87 0.973
89 H 6.44652 0.81321 -2.35844  O90 1.032
90 O 6.12292 1.63024 -2.90042  H89 1.032, H99 0.946
91 H -3.21635 3.85120 0.92851  O93 1.012
92 H -2.70455 5.44838 0.68270  O93 1.169
93 O -2.44378 4.32728 0.48132  H91 1.012, H92 1.169
94 H -0.76837 1.94100 1.92022  O53 0.958
95 H 2.42062 1.12010 -6.26069  O17 0.992
96 H 3.41399 -1.74979 -0.07692  O58 0.938
97 H 0.39156 6.39108 -0.01515  O19 0.896
98 H 5.87644 -1.90906 2.56646  O33 0.990
99 H 5.95863 2.12023 -2.10834  O90 0.946
100 O 2.52602 -2.16891 -3.84934  H101 0.939, H102 0.942
101 H 2.32308 -3.04631 -4.11587  O100 0.939
102 H 2.08135 -1.70355 -4.53760  O100 0.942
103 O 1.20213 2.63306 4.57284  H104 0.935, H105 0.819
104 H 1.30949 3.23182 3.86302  O103 0.935
105 H 1.60536 1.92753 4.47455  O103 0.819
106 O 4.37223 0.17851 -0.57370  H107 1.081, H108 0.947
107 H 3.92322 0.93437 0.05566  O106 1.081
108 H 3.66561 -0.42377 -0.38794  O106 0.947
109 O -0.19499 -3.16580 5.36460  H110 1.119, H111 1.043
110 H 0.69200 -2.52528 5.12866  O109 1.119
111 H -0.63194 -2.84460 4.47385  O109 1.043
112 O -2.46103 -2.37468 2.89253  H113 1.155, H114 1.007
113 H -1.74661 -2.98231 2.21832  O112 1.155
114 H -3.27911 -2.93938 2.73292  O112 1.007
115 O 2.37906 -0.86254 3.42833  H116 1.005, H117 0.927
116 H 2.36602 -1.76405 2.98510  O115 1.005
117 H 3.19344 -0.41940 3.40934  O115 0.927
118 O 4.21227 2.70660 3.66689  H119 0.949, H120 1.072
119 H 4.89905 2.71844 3.01156  O118 0.949
120 H 3.39259 2.49185 3.01092  O118 1.072

Summary:
E_HOMO (alpha / beta) in eV: -0.65 / -7.75
Strongest force on any atom in eV Å⁻¹: 12.52
Lowest unoccupied orbital energy (alpha / beta) in eV: 1.6 / 1.5
Total charge: -1
Frontier orbital gap (alpha / beta) in Eh: 0.08183 / 0.33853
Multiplicity: 2